Formula: C3H7NO3
Source: OMol25
Level of theory: ωB97M-V with the def2-TZVPD basis set

The geometry in XYZ format:
```
14
Properties=species:S:1:pos:R:3:forces:R:3:lowdin_charge:R:1
C -1.635853 -0.887111 0.129848 -0.34 0.61 2.39 -0.30
N -0.372630 -0.392541 0.505105 -1.12 -0.35 -0.58 -0.02
C -0.185753 1.049939 0.503787 -1.11 -0.86 0.82 -0.15
C 0.504484 1.456677 -0.768436 1.58 1.13 0.99 -0.21
O 1.403341 0.794188 -1.222083 -0.56 -0.16 -0.53 0.06
O -2.642169 -0.219219 0.111025 0.25 0.12 -1.25 0.05
H -1.702558 -1.976258 0.175811 0.30 -0.30 -0.50 0.13
H -0.091159 -0.903824 1.330490 0.65 -0.04 -0.19 0.13
H -1.124865 1.564546 0.727920 -0.04 0.07 -0.54 0.12
H 0.427568 1.277085 1.374730 0.55 0.29 -0.28 0.14
H 0.401156 2.514585 -1.083231 -0.47 -0.26 -0.29 0.13
H 1.640977 -0.791482 -0.020073 0.17 -0.41 0.10 -0.02
H 2.992229 -1.433594 -0.118560 0.09 -0.16 0.20 0.04
O 2.207732 -1.439807 0.441051 0.06 0.31 -0.33 -0.09
```
Forces are in eV/Å.

Calculated values
SMILES ... O=CCNC=O.O
HOMO ... -10.32 eV
LUMO level ... 0.32 eV
Electronic energy ... -10856.17882 eV
HOMO-LUMO gap ... 10.64 eV


Formula: C3H7NO3
Source: OMol25
Level of theory: ωB97M-V with the def2-TZVPD basis set

The geometry in XYZ format:
```
14
Properties=species:S:1:pos:R:3:forces:R:3:lowdin_charge:R:1
C -0.638154 -0.290297 1.288761 0.48 1.10 -0.17 -0.36
N 0.139585 0.011166 0.215238 -0.53 -1.14 -0.97 0.03
C -0.282517 -0.523014 -1.100568 1.73 1.16 0.61 -0.13
C -1.012489 -1.818810 -0.979603 -1.19 -0.66 -0.84 -0.29
O -0.533506 -2.830023 -0.551087 0.52 0.04 0.43 0.07
O -1.804583 -0.597097 1.196123 -0.13 -0.69 0.12 0.03
H -0.097546 -0.214264 2.245670 -0.19 0.20 0.10 0.13
H 0.881176 0.698992 0.204139 0.10 -0.30 0.50 0.08
H -0.720550 0.264180 -1.711195 -0.74 -0.27 0.02 0.12
H 0.647108 -0.795172 -1.622067 -0.07 0.04 0.07 0.13
H -2.003923 -1.886213 -1.459595 -0.13 0.32 0.09 0.12
H 2.209028 3.047836 0.188546 0.38 0.65 -0.14 0.04
H 1.493675 2.594773 1.501610 0.32 -0.02 -0.90 0.08
O 1.722692 2.337942 0.584025 -0.55 -0.43 1.10 -0.05
```
Forces are in eV/Å.

Calculated values
SMILES ... O=CCNC=O.O
HOMO ... -9.69 eV
LUMO level ... 0.27 eV
Electronic energy ... -10856.35017 eV
HOMO-LUMO gap ... 9.96 eV


Formula: C3H7NO3
Source: OMol25
Level of theory: ωB97M-V with the def2-TZVPD basis set

The geometry in XYZ format:
```
14
Properties=species:S:1:pos:R:3:forces:R:3:lowdin_charge:R:1
C -0.712597 0.098629 0.698704 -1.17 -0.14 -1.40 -0.15
C -1.838039 -0.681473 -0.006413 1.04 -0.50 -0.01 -0.28
O -2.515268 -1.440045 0.961519 -0.15 0.43 0.54 -0.05
N 0.044262 0.695016 -0.410159 0.97 0.02 -0.06 0.06
C 1.424515 0.707031 -0.465048 0.51 -1.45 0.27 -0.59
O 1.984982 0.050845 0.592160 0.45 0.08 0.13 0.08
O 2.109809 1.066337 -1.388587 -0.47 0.38 -0.17 0.09
H -0.176815 -0.637178 1.294817 0.25 0.55 0.20 0.12
H -1.200332 0.925744 1.220275 0.43 -0.36 0.64 0.13
H -1.346799 -1.355381 -0.727188 -0.12 0.07 0.00 0.12
H -2.430525 0.031525 -0.573444 -0.60 0.00 0.04 0.12
H -3.114261 -2.078088 0.580199 -0.15 -0.06 -0.35 0.09
H -0.240581 0.378649 -1.327883 -0.40 0.47 -0.05 0.13
H 2.909069 -0.146957 0.331363 -0.60 0.49 0.22 0.13
```
Forces are in eV/Å.

Calculated values
SMILES ... O=C(O)NCCO
HOMO ... -10.20 eV
LUMO level ... 0.62 eV
Electronic energy ... -10857.04595 eV
HOMO-LUMO gap ... 10.82 eV


Formula: C3H7NO3S
Source: OMol25
Level of theory: ωB97M-V with the def2-TZVPD basis set

The geometry in XYZ format:
```
15
Properties=species:S:1:pos:R:3:forces:R:3:lowdin_charge:R:1
C 1.354880 1.954904 0.223744 0.26 -2.19 -0.65 -0.16
C 0.817874 1.496830 1.485769 0.04 0.29 -0.59 -0.14
C -0.451642 -2.223566 -1.057352 -0.62 1.82 2.08 -0.10
N -0.022294 2.119280 0.782826 0.04 0.16 1.27 0.07
O -0.938573 0.375545 -0.957631 -0.25 -3.25 -0.80 -0.18
O -2.384023 -1.113730 0.278450 -0.94 0.08 1.41 -0.28
O 0.055725 -0.834648 1.069301 -1.73 0.27 -0.28 -0.33
S -1.005174 -0.890317 0.068338 2.14 -0.24 -2.13 0.60
H 2.025895 2.755280 0.300459 0.76 1.24 -0.54 0.06
H 1.466202 1.202503 -0.612256 0.05 1.04 0.91 0.11
H 1.055835 0.968233 2.400596 -0.63 0.26 -0.05 0.12
H -0.849894 -3.082348 -0.437696 0.66 0.56 -1.36 0.09
H -0.998552 -1.921872 -1.972028 0.75 -0.99 0.19 0.07
H 0.642492 -2.038213 -0.948275 -0.79 -0.82 -0.95 0.07
H -0.768751 1.232119 -0.624245 0.26 1.76 1.48 0.00
```
Forces are in eV/Å.

Calculated values
SMILES ... CS(=O)(=O)O.C1=NC1
HOMO ... -10.43 eV
LUMO level ... 0.76 eV
Electronic energy ... -21688.79005 eV
HOMO-LUMO gap ... 11.19 eV


Formula: C3H7NO3S
Source: OMol25
Level of theory: ωB97M-V with the def2-TZVPD basis set

The geometry in XYZ format:
```
15
Properties=species:S:1:pos:R:3:forces:R:3:lowdin_charge:R:1
C 1.518448 -0.398577 -0.704434 3.34 2.07 -1.85 -0.61
C 1.483112 1.105815 -1.070310 -0.77 -0.09 0.37 -0.01
C -2.474306 -1.218137 1.515234 0.45 0.34 -0.38 -0.10
N 2.599073 -1.033764 -1.041114 -1.58 -1.37 1.05 0.10
O 0.468208 -0.829701 -0.140718 -1.27 -1.41 0.81 0.02
O -2.533165 0.507146 -0.548423 0.14 -0.42 -0.29 -0.32
O -1.461452 1.283199 1.540401 0.32 -0.37 0.10 -0.33
S -1.726638 0.218449 0.605270 -0.29 0.45 0.28 0.81
H 2.486235 1.517654 -1.129995 -0.01 -0.15 0.09 0.08
H 0.998179 1.189987 -2.039543 -0.12 0.10 -0.04 0.09
H 0.900230 1.638991 -0.324069 -0.04 0.27 -0.05 0.06
H -2.406555 -0.994137 2.572274 0.13 0.10 0.05 0.06
H -3.503402 -1.294422 1.177587 0.02 0.12 -0.13 0.06
H -1.910130 -2.103057 1.253884 0.12 -0.13 -0.06 0.06
H 3.326576 -0.480109 -1.471079 -0.46 0.50 0.05 0.03
```
Forces are in eV/Å.

Calculated values
HOMO (spin up / spin down) ... -9.50 / -9.00 eV
LUMO level (spin up / spin down) ... -2.24 / -3.05 eV
Electronic energy ... -21688.23380 eV
HOMO-LUMO gap (spin up / spin down) ... 7.26 / 5.95 eV


Formula: C3H7NO3S
Source: OMol25
Level of theory: ωB97M-V with the def2-TZVPD basis set

The geometry in XYZ format:
```
15
Properties=species:S:1:pos:R:3:forces:R:3:lowdin_charge:R:1
C -0.416298 -0.218799 1.120575 -1.75 0.19 -1.44 -0.48
C -0.175577 0.555081 2.367610 1.96 -3.29 -1.04 0.03
C 0.066428 -0.500664 -2.486771 -1.16 -0.90 4.41 -0.07
N -1.453608 -0.852650 0.781922 3.20 -0.07 -2.58 0.20
O 0.691875 -0.272101 0.298155 1.71 -1.41 -0.39 -0.19
O 2.438636 0.338356 -1.410122 0.18 -1.27 0.64 -0.26
O 0.460136 1.662037 -1.020435 -0.69 0.96 -0.14 -0.29
S 1.044398 0.372923 -1.138755 -1.45 1.57 -1.50 0.61
H 0.169806 -0.294414 2.977388 -0.15 0.55 0.74 0.11
H 0.700757 1.088722 2.155424 0.86 1.58 0.26 0.07
H -1.006548 1.019382 2.759516 -1.59 1.15 0.77 0.07
H 0.640862 -1.039553 -3.161882 1.48 -0.41 -1.29 0.03
H -0.385718 -1.310140 -1.800430 -0.11 1.20 -1.35 0.08
H -0.675605 0.184415 -2.904645 0.36 -0.13 0.31 0.07
H -2.099544 -0.732594 1.462447 -2.85 0.28 2.61 0.02
```
Forces are in eV/Å.

Calculated values
SMILES ... [H]/N=C(\C)OS(C)(=O)=O
HOMO ... -10.94 eV
LUMO level ... 0.78 eV
Electronic energy ... -21690.38110 eV
HOMO-LUMO gap ... 11.72 eV


Formula: C3H7NO4
Source: OMol25
Level of theory: ωB97M-V with the def2-TZVPD basis set

The geometry in XYZ format:
```
15
Properties=species:S:1:pos:R:3:forces:R:3:lowdin_charge:R:1
C 1.870366 1.056501 -0.041385 -0.32 0.05 -0.34 -0.08
O 0.465581 0.861329 -0.160620 -1.14 1.20 -0.44 -0.27
N -0.296356 1.088987 -1.617726 -0.23 1.01 -0.98 0.15
O -1.125122 1.884239 -1.664145 2.06 -1.68 1.45 0.15
H 2.033622 2.078165 0.301506 0.26 0.05 -0.33 0.09
H 2.368805 0.804119 -0.977692 0.19 0.24 -0.04 0.09
H 2.232391 0.386944 0.742009 -0.25 -0.16 -0.06 0.09
C -1.815746 -0.483880 0.413202 3.03 0.42 0.63 0.02
C -0.160002 -0.912402 0.485926 -4.29 -2.44 1.76 -0.59
O -0.006661 -1.918145 -0.442799 0.25 0.57 -0.86 0.04
O 0.389835 -1.018862 1.564603 0.21 0.83 -0.77 0.04
H 0.432690 -2.667798 -0.017860 0.40 0.38 0.12 0.12
H -1.884509 0.572626 0.659987 -0.08 0.01 0.11 0.05
H -2.345186 -0.676254 -0.516519 0.29 -0.37 0.02 0.06
H -2.159706 -1.055568 1.271513 -0.37 -0.12 -0.26 0.07
```
Forces are in eV/Å.

Calculated values
SMILES ... CC(=O)O.CON=O
HOMO ... -9.57 eV
LUMO level ... -1.28 eV
Electronic energy ... -12899.64639 eV
HOMO-LUMO gap ... 8.30 eV


Formula: C3H7NOS
Source: OMol25
Level of theory: ωB97M-V with the def2-TZVPD basis set

The geometry in XYZ format:
```
13
Properties=species:S:1:pos:R:3:forces:R:3:lowdin_charge:R:1
C 0.627100 -0.386508 0.569407 -0.51 -1.23 -2.65 -0.36
C 0.682028 0.769047 1.538596 0.88 -0.24 1.75 -0.71
S 2.246204 0.847387 2.678710 -1.21 -0.23 -0.71 -0.15
N -0.494592 -0.130682 -0.388204 -1.11 2.89 0.46 -0.11
C -1.137725 -0.538914 -1.686939 -0.12 -1.68 -1.74 -0.58
O -1.361416 0.439014 -2.656615 0.55 -1.07 2.26 -0.43
H 0.530310 -1.363737 1.010620 -0.54 -0.35 0.86 0.07
H 1.510838 -0.582000 -0.063414 0.65 0.83 0.55 0.08
H 0.688702 1.667286 0.979573 0.26 0.98 -0.80 0.00
H -0.254341 0.884191 2.142428 0.72 -0.70 -0.34 0.04
H -0.422160 0.865476 -0.596754 -0.13 -0.06 0.26 0.05
H -0.500685 -1.382554 -2.136655 -0.17 0.29 0.33 0.05
H -2.114265 -1.088006 -1.390752 0.73 0.59 -0.22 0.05
```
Forces are in eV/Å.

Calculated values
SMILES ... [O-]CNCC[S-]
HOMO ... 0.49 eV
LUMO level ... 6.09 eV
Electronic energy ... -17593.79981 eV
HOMO-LUMO gap ... 5.60 eV
Net charge ... -2